The following is a DFT calculation (ωB97M-V/def2-TZVPD) of a cluster of 8 separate species, C48H120B2F8N6O6 in total.

Results
* Kohn-Sham gap: 8.0 eV
* highest occupied orbital energy: -13.47 eV
* net charge: +4
* total energy: -3528.3035 hartree

Each line ends with the Löwdin charge.
Element x y z (Å)
C (-25.2690, -25.8787, 12.2167)  -0.048
C (-24.5997, -25.3599, 10.9230)  -0.129
N (-23.1569, -25.8566, 10.6111)  -0.253
C (-22.7058, -25.2713, 9.2675)  0.023
C (-22.2199, -25.2739, 11.7292)  -0.082
C (-20.5888, -25.5578, 11.6266)  -0.012
C (-22.9219, -27.3584, 10.4055)  -0.073
C (-23.9793, -28.2030, 9.6412)  -0.155
O (-25.1777, -28.1413, 10.4352)  -0.240
C (-26.3737, -28.5707, 9.7892)  -0.077
H (-26.3430, -25.8620, 12.0319)  0.093
H (-24.9027, -25.2395, 13.0200)  0.078
H (-24.9450, -26.8896, 12.4644)  0.075
H (-24.5262, -24.2725, 10.9392)  0.132
H (-25.1236, -25.7519, 10.0512)  0.119
H (-21.6616, -25.5423, 9.1123)  0.094
H (-22.8904, -24.2112, 9.4415)  0.115
H (-23.2856, -25.6541, 8.4276)  0.106
H (-22.6060, -25.7703, 12.6195)  0.107
H (-22.5148, -24.2383, 11.8983)  0.127
H (-19.9906, -25.0443, 12.3793)  0.085
H (-20.1921, -25.3113, 10.6417)  0.059
H (-20.3646, -26.6244, 11.6352)  0.065
H (-22.7036, -27.6758, 11.4252)  0.135
H (-22.0208, -27.5168, 9.8131)  0.128
H (-23.6698, -29.2282, 9.4381)  0.134
H (-24.2058, -27.8766, 8.6262)  0.119
H (-26.3398, -29.5164, 9.2483)  0.091
H (-26.5927, -27.8289, 9.0212)  0.087
H (-27.1697, -28.5058, 10.5310)  0.098
C (-32.4519, -17.7927, 12.8388)  -0.051
C (-31.3032, -16.7371, 12.5216)  -0.093
N (-30.1794, -17.3830, 11.5996)  -0.199
C (-29.0706, -16.2606, 11.4863)  0.043
C (-29.4351, -18.6751, 12.1666)  -0.111
C (-28.8066, -18.5339, 13.5972)  -0.050
C (-30.6034, -17.8702, 10.2018)  -0.099
C (-31.4781, -16.9241, 9.4172)  -0.205
O (-30.7361, -15.7153, 9.2352)  -0.210
C (-31.4174, -14.8509, 8.2965)  -0.057
H (-33.2363, -17.3347, 13.4413)  0.084
H (-32.0844, -18.7004, 13.3175)  0.069
H (-32.9532, -18.0823, 11.9153)  0.064
H (-30.8659, -16.5122, 13.4944)  0.117
H (-31.7134, -15.8612, 12.0189)  0.121
H (-28.3774, -16.2689, 12.3274)  0.099
H (-29.5861, -15.3235, 11.2761)  0.093
H (-28.5371, -16.4204, 10.5494)  0.107
H (-28.6640, -18.8625, 11.4194)  0.128
H (-30.2086, -19.4383, 12.0815)  0.111
H (-29.5960, -18.2238, 14.2819)  0.066
H (-27.9241, -17.9268, 13.7990)  0.083
H (-28.4497, -19.4897, 13.9810)  0.083
H (-31.2329, -18.7534, 10.3106)  0.130
H (-29.7194, -18.1860, 9.6478)  0.146
H (-32.3648, -16.6473, 9.9874)  0.116
H (-31.8334, -17.4045, 8.5056)  0.138
H (-30.9278, -13.9012, 8.0812)  0.098
H (-32.3752, -14.6001, 8.7524)  0.089
H (-31.5858, -15.4025, 7.3716)  0.089
C (-34.3076, -22.6163, 2.6165)  -0.033
C (-35.1135, -23.9408, 2.1615)  -0.096
N (-34.3229, -25.2813, 2.4492)  -0.255
C (-35.0393, -26.3635, 1.6061)  0.011
C (-32.8631, -25.2053, 1.9058)  -0.095
C (-32.6745, -24.5251, 0.4802)  -0.048
C (-34.4324, -25.6241, 3.9682)  -0.020
C (-33.5387, -26.8302, 4.5492)  -0.156
O (-33.8697, -28.0959, 3.9632)  -0.214
C (-32.8737, -29.1327, 4.1737)  -0.079
H (-34.8391, -21.6750, 2.4767)  0.084
H (-33.4309, -22.4381, 1.9938)  0.059
H (-33.9621, -22.6153, 3.6503)  0.072
H (-35.3474, -23.8699, 1.0993)  0.116
H (-36.0665, -24.1523, 2.6465)  0.120
H (-34.9258, -26.0425, 0.5707)  0.093
H (-36.1003, -26.5148, 1.8052)  0.114
H (-34.5251, -27.3225, 1.6698)  0.096
H (-32.5574, -26.2513, 1.9280)  0.117
H (-32.4224, -24.7550, 2.7953)  0.124
H (-32.9562, -25.0822, -0.4134)  0.075
H (-31.6320, -24.4601, 0.1688)  0.084
H (-33.1643, -23.5860, 0.2230)  0.068
H (-35.4862, -25.8828, 4.0717)  0.131
H (-34.1436, -24.7044, 4.4769)  0.124
H (-33.6705, -26.9685, 5.6224)  0.131
H (-32.4680, -26.6700, 4.4231)  0.117
H (-32.6025, -29.2361, 5.2243)  0.091
H (-32.0096, -29.1235, 3.5094)  0.084
H (-33.3000, -30.1163, 3.9762)  0.087
C (-24.8942, -33.2243, -2.2328)  -0.027
C (-26.4538, -33.1872, -1.8659)  -0.123
N (-26.8875, -34.0727, -0.6737)  -0.228
C (-28.4123, -34.0236, -0.4243)  0.033
C (-26.5860, -35.6198, -0.8966)  -0.123
C (-27.3630, -36.3697, -2.0516)  -0.035
C (-26.1274, -33.6732, 0.5906)  -0.087
C (-26.3006, -32.2121, 1.1293)  -0.158
O (-25.5747, -31.2556, 0.2848)  -0.209
C (-26.0378, -29.8846, 0.4374)  -0.072
H (-24.1315, -33.1256, -1.4603)  0.077
H (-24.7024, -32.4955, -3.0203)  0.088
H (-24.7705, -34.1702, -2.7601)  0.070
H (-27.0230, -33.4510, -2.7573)  0.119
H (-26.7665, -32.1599, -1.6784)  0.110
H (-28.6716, -32.9705, -0.5326)  0.097
H (-28.6246, -34.3039, 0.6074)  0.114
H (-29.0080, -34.4851, -1.2119)  0.105
H (-26.8449, -36.0043, 0.0899)  0.116
H (-25.5447, -35.8817, -1.0840)  0.124
H (-27.4039, -35.6549, -2.8734)  0.071
H (-28.3771, -36.6592, -1.7761)  0.080
H (-26.6951, -37.1813, -2.3402)  0.092
H (-25.0502, -33.8223, 0.5166)  0.134
H (-26.4331, -34.3876, 1.3550)  0.129
H (-25.9592, -32.0700, 2.1547)  0.129
H (-27.3552, -31.9926, 1.2959)  0.111
H (-26.1014, -29.6406, 1.4978)  0.084
H (-26.9907, -29.6934, -0.0562)  0.086
H (-25.2757, -29.1892, 0.0857)  0.093
C (-37.3875, -25.1005, 20.0061)  -0.025
C (-36.3425, -25.7971, 19.0274)  -0.133
N (-34.9582, -25.1852, 18.6649)  -0.251
C (-34.3139, -24.5950, 19.9274)  0.039
C (-34.0153, -26.2128, 18.1227)  -0.172
C (-32.6213, -25.7175, 17.7728)  -0.045
C (-35.3386, -24.0277, 17.7404)  -0.091
C (-35.9331, -24.3622, 16.3565)  -0.178
O (-34.9294, -24.9993, 15.5627)  -0.192
C (-35.0784, -24.7632, 14.1363)  -0.064
H (-37.5390, -24.0840, 19.6430)  0.069
H (-36.9197, -25.0195, 20.9873)  0.074
H (-38.3739, -25.5577, 20.0841)  0.095
H (-36.9063, -26.1047, 18.1467)  0.118
H (-36.0697, -26.7498, 19.4812)  0.120
H (-33.3489, -24.1162, 19.7614)  0.107
H (-34.4635, -25.3768, 20.6721)  0.123
H (-34.8917, -23.7018, 20.1648)  0.103
H (-34.5395, -26.7035, 17.3027)  0.132
H (-34.0047, -26.9885, 18.8883)  0.133
H (-32.0287, -25.3195, 18.5965)  0.078
H (-32.7117, -24.8557, 17.1115)  0.073
H (-32.0810, -26.5011, 17.2416)  0.098
H (-34.4082, -23.4759, 17.6062)  0.130
H (-35.8413, -23.2246, 18.2792)  0.134
H (-36.1588, -23.3554, 16.0052)  0.131
H (-36.9122, -24.8407, 16.3775)  0.128
H (-34.5261, -25.3447, 13.3981)  0.090
H (-34.6377, -23.7924, 13.9093)  0.084
H (-36.1130, -24.7585, 13.7935)  0.092
C (-24.6672, -20.4974, 2.8033)  -0.062
C (-24.3593, -19.2229, 3.6458)  -0.102
N (-24.7035, -17.8607, 2.8564)  -0.201
C (-24.2901, -16.6518, 3.7809)  0.051
C (-23.9010, -17.8148, 1.5305)  -0.188
C (-22.4354, -18.0671, 1.6168)  -0.056
C (-26.2804, -17.7608, 2.5686)  -0.030
C (-26.6316, -16.4816, 1.6691)  -0.127
O (-26.5375, -15.2423, 2.4666)  -0.202
C (-26.5640, -14.0406, 1.7720)  -0.126
H (-24.5609, -21.4348, 3.3494)  0.089
H (-24.0150, -20.6119, 1.9375)  0.073
H (-25.7287, -20.5012, 2.5560)  0.067
H (-23.2826, -19.2516, 3.8129)  0.114
H (-24.9507, -19.2312, 4.5614)  0.132
H (-25.0570, -16.6353, 4.5553)  0.106
H (-24.3097, -15.7161, 3.2222)  0.100
H (-23.3308, -16.8864, 4.2422)  0.103
H (-24.0348, -16.8109, 1.1276)  0.115
H (-24.4979, -18.4497, 0.8757)  0.128
H (-21.8883, -17.8077, 0.7104)  0.104
H (-22.2996, -19.1218, 1.8558)  0.070
H (-21.9333, -17.6305, 2.4802)  0.092
H (-26.8275, -17.8667, 3.5054)  0.134
H (-26.6149, -18.6281, 1.9995)  0.108
H (-27.6252, -16.6953, 1.2752)  0.125
H (-25.9750, -16.4345, 0.8003)  0.105
H (-27.5949, -13.8591, 1.4677)  0.087
H (-26.1027, -13.9407, 0.7895)  0.091
H (-26.2598, -13.1987, 2.3939)  0.101
B (-22.9610, -18.2426, 9.9480)  -1.349
F (-24.2767, -18.5601, 9.5270)  0.053
F (-22.4873, -19.0131, 10.9870)  0.098
F (-22.0350, -18.2952, 8.9031)  0.079
F (-22.8827, -16.9851, 10.4647)  0.119
B (-29.4874, -23.1264, 6.8543)  -1.422
F (-30.4193, -23.8713, 7.5546)  0.095
F (-28.5384, -22.4812, 7.6118)  0.113
F (-28.7805, -24.0122, 6.0715)  0.092
F (-30.1687, -22.2635, 6.0550)  0.122